102
Properties=species:S:1:pos:R:3:forces:R:3:mulliken_charge:R:1 method="wB97M-V/def2-TZVPD" max_force_ev_per_a=1.18 lumo_ev=-0.182 gap_ha=0.2674 e_homo_ev=-7.5 e_above_lowest_kj_mol=0.0
Pb 0.667 -0.552 1.153 0.1 0.1 -0.2 1.895
C 2.728 0.760 -2.237 0.0 0.0 0.0 -1.746
C 2.646 -0.738 -2.370 0.0 0.0 -0.1 1.678
C 2.456 -1.310 -3.627 0.0 0.0 0.0 -0.767
C 2.500 -2.681 -3.803 0.0 0.0 0.0 -1.147
C 2.762 -3.499 -2.712 0.0 0.0 0.0 -0.576
C 2.940 -2.963 -1.443 0.0 0.1 0.0 1.531
C 3.301 -3.859 -0.293 0.0 0.0 0.0 -1.901
C 2.841 -1.570 -1.264 0.0 -0.1 0.2 -0.994
N 2.859 -1.014 0.043 0.3 -0.2 -0.1 0.970
C 4.034 -0.904 0.661 -0.1 0.0 -0.1 -0.636
O 5.159 -1.187 0.244 0.1 0.0 0.0 -0.783
C 3.927 -0.338 2.074 -0.1 -0.1 -0.1 0.396
C 5.062 -0.104 2.830 0.0 0.0 0.1 -0.554
C 4.908 0.405 4.113 0.0 0.0 0.0 -0.551
C 3.637 0.674 4.601 0.0 0.0 0.0 -0.651
C 2.548 0.418 3.784 -0.1 0.0 -0.1 0.223
N 2.707 -0.091 2.559 -0.1 0.0 0.1 0.388
C 1.132 0.737 4.261 0.1 -0.1 0.0 -0.787
O 0.994 1.069 5.442 0.0 0.0 -0.2 -0.753
N 0.207 0.635 3.304 -0.1 0.1 0.2 0.557
C -1.141 0.914 3.656 0.5 0.1 0.1 0.044
C -1.733 2.063 3.117 0.1 0.3 0.5 0.839
C -0.899 3.030 2.322 0.0 0.0 -0.1 -0.873
C -3.083 2.312 3.342 0.0 0.1 0.3 -1.187
C -3.847 1.436 4.099 0.0 0.1 -0.1 -0.947
C -3.241 0.326 4.667 0.1 -0.1 0.0 -0.703
C -1.889 0.060 4.475 -0.1 0.0 0.2 1.459
C -1.249 -1.093 5.192 -0.1 0.0 0.0 -1.664
H 2.017 1.260 -2.899 0.0 0.0 0.0 0.432
H 3.731 1.098 -2.508 0.0 0.0 0.0 0.473
H 2.544 1.080 -1.214 0.0 0.0 -0.1 0.084
H 2.290 -0.660 -4.480 0.0 0.0 0.0 0.442
H 2.350 -3.112 -4.786 0.0 0.0 0.0 0.423
H 2.840 -4.573 -2.845 0.0 0.0 0.0 0.422
H 3.017 -4.894 -0.496 0.0 0.0 0.0 0.455
H 2.827 -3.542 0.634 -0.1 0.0 0.0 0.261
H 4.379 -3.824 -0.123 0.0 0.0 0.0 0.460
H 6.022 -0.329 2.388 0.0 0.0 0.0 0.599
H 5.778 0.596 4.730 0.0 0.0 0.0 0.429
H 3.450 1.078 5.586 0.0 0.0 0.0 0.583
H 0.006 3.307 2.865 0.0 0.0 0.0 0.372
H -1.464 3.936 2.101 0.0 0.0 0.0 0.397
H -0.576 2.590 1.372 0.0 0.1 0.2 -0.020
H -3.530 3.208 2.927 0.0 0.0 0.0 0.387
H -4.899 1.630 4.267 0.0 0.0 0.0 0.420
H -3.822 -0.347 5.289 0.0 0.0 0.0 0.452
H -1.966 -1.898 5.360 0.0 0.0 0.0 0.470
H -0.864 -0.758 6.158 0.0 0.0 -0.1 0.438
H -0.404 -1.485 4.632 0.1 0.0 -0.1 -0.077
N 2.442 -3.323 3.282 0.0 0.1 0.0 -0.223
C 1.125 -3.632 3.177 0.0 -0.1 0.0 -0.327
N 0.238 -2.902 2.555 1.2 0.2 0.2 1.065
C -0.996 -3.487 2.592 -0.5 0.1 -0.3 -0.928
C -1.068 -4.683 3.209 0.0 -0.2 0.2 -0.424
S 0.491 -5.112 3.814 0.0 -0.1 0.0 -0.305
C -2.081 -2.707 2.000 -0.1 -0.1 0.1 -0.706
C -3.345 -3.116 1.737 0.0 0.2 0.0 -0.321
S -4.255 -1.782 1.130 -0.2 0.0 0.0 -0.339
C -2.852 -0.774 1.290 -0.4 0.8 -0.3 -0.315
N -1.803 -1.384 1.730 -0.3 -0.5 0.2 1.296
N -2.854 0.558 0.938 -0.1 -0.9 -0.5 0.135
H 2.709 -2.369 3.083 0.0 0.0 0.0 -0.197
H 2.996 -3.793 3.977 0.0 0.0 0.0 0.263
H -1.931 -5.301 3.393 0.0 0.0 0.0 0.506
H -3.788 -4.090 1.862 0.0 0.0 0.0 0.531
H -3.750 1.020 0.961 0.0 0.0 0.0 0.382
H -2.131 1.093 1.407 -0.3 -0.2 -0.2 -0.656
C -0.957 -3.692 -2.847 0.0 0.0 0.0 -1.586
C -0.447 -3.447 -1.449 0.0 0.2 -0.1 0.560
C 0.000 -4.627 -0.637 0.0 0.0 0.0 -0.816
O -0.435 -2.316 -1.006 0.0 -0.1 0.1 0.269
H -0.928 -4.742 -3.133 0.0 0.0 0.0 0.383
H -0.340 -3.111 -3.535 0.0 0.0 0.0 0.282
H -1.981 -3.321 -2.917 0.0 0.0 0.0 0.378
H 0.589 -5.313 -1.247 0.0 0.0 0.0 0.466
H -0.895 -5.164 -0.305 0.0 0.0 0.0 0.452
H 0.566 -4.305 0.234 0.0 0.0 0.0 -0.358
N -1.532 5.173 -4.040 0.0 0.1 -0.1 0.028
C -2.150 5.575 -5.207 0.1 0.1 0.1 0.689
C -2.402 6.830 -5.757 0.0 0.0 0.0 -1.042
C -3.060 6.849 -6.970 0.0 0.0 0.0 -0.376
C -3.453 5.663 -7.615 0.0 0.0 0.0 -0.468
C -3.200 4.426 -7.060 0.0 0.0 0.0 -0.769
C -2.537 4.386 -5.832 0.0 -0.2 0.0 0.533
N -2.165 3.295 -5.062 -0.1 0.1 -0.1 -0.638
C -1.577 3.804 -4.017 0.1 -0.1 0.1 -0.335
C -1.018 3.003 -2.916 -0.1 0.1 -0.1 1.152
C -0.232 3.554 -1.910 0.1 0.0 0.0 -1.067
C 0.248 2.728 -0.910 0.0 -0.1 -0.2 -1.096
N -0.010 1.422 -0.857 -0.1 0.2 -0.1 0.922
C -0.753 0.891 -1.832 0.1 0.0 0.1 -0.332
C -1.273 1.638 -2.874 0.0 -0.1 0.0 -0.921
H -1.145 5.771 -3.332 0.0 0.0 0.0 0.158
H -2.099 7.745 -5.265 0.0 0.0 0.0 0.376
H -3.277 7.800 -7.439 0.0 0.0 0.0 0.380
H -3.966 5.728 -8.566 0.0 0.0 0.0 0.380
H -3.499 3.509 -7.549 0.0 0.0 0.0 0.433
H 0.034 4.603 -1.895 0.0 0.0 0.0 0.273
H 0.882 3.130 -0.126 0.0 0.0 0.0 0.663
H -0.926 -0.179 -1.770 0.0 0.0 0.0 0.356
H -1.869 1.177 -3.649 0.0 0.0 0.0 0.578

101
Properties=species:S:1:pos:R:3:forces:R:3:mulliken_charge:R:1 method="wB97M-V/def2-TZVPD" max_force_ev_per_a=0.59 lumo_ev="1.937 / 1.939" gap_ha="0.2295 / 0.2295" e_homo_ev="-4.3 / -4.3" e_above_lowest_kj_mol=42.4 charge=-1
Ni -0.017 0.018 1.025 -0.1 0.6 0.1 -1.535
C -0.993 -1.831 4.746 0.0 0.0 0.0 -1.246
C 0.093 -1.443 5.514 0.0 0.0 0.0 -0.651
C 1.145 -0.782 4.908 0.0 0.0 0.0 -0.739
C 1.077 -0.493 3.550 0.0 0.1 0.0 0.894
N -0.016 -0.807 2.827 0.1 -0.1 0.1 0.954
C -1.002 -1.494 3.405 0.0 -0.1 0.0 -0.191
C 2.138 0.126 2.747 0.0 -0.2 -0.1 0.059
C 3.422 0.400 3.209 0.0 0.0 0.0 -0.665
C 4.361 0.934 2.343 0.0 0.0 0.0 -0.821
C 4.007 1.199 1.024 0.0 0.0 0.0 -1.095
C 2.724 0.921 0.567 0.0 0.1 0.1 0.591
C 1.773 0.362 1.416 0.1 0.0 -0.1 0.518
H -1.808 -2.410 5.156 0.0 0.0 0.0 0.443
H 0.133 -1.681 6.570 0.0 0.0 0.0 0.404
H 2.019 -0.494 5.475 0.0 0.0 0.0 0.404
H -1.792 -1.842 2.753 0.0 0.0 0.0 0.519
H 3.697 0.188 4.236 0.0 0.0 0.0 0.341
H 5.365 1.144 2.691 0.0 0.0 0.0 0.379
H 4.737 1.632 0.348 0.0 0.0 0.0 0.449
H 2.457 1.170 -0.454 0.0 0.0 0.0 0.463
N -1.376 -1.003 -2.839 0.0 -0.1 0.0 0.056
C -0.431 -0.655 -3.825 0.0 0.0 0.0 0.056
C -0.839 -0.343 -5.111 0.0 0.0 0.0 -0.840
C 0.102 -0.022 -6.082 0.0 0.0 0.0 -0.575
C 1.448 0.015 -5.758 0.0 0.0 0.0 -0.710
C 1.851 -0.268 -4.457 0.0 0.0 0.0 -0.694
C 0.920 -0.627 -3.498 0.0 0.0 0.0 0.787
S 1.415 -1.096 -1.874 0.0 0.0 0.0 -0.214
N 0.039 -0.679 -0.978 0.1 -0.2 0.0 0.335
C -1.116 -0.764 -1.504 -0.1 0.0 0.0 0.325
C -2.278 -0.585 -0.598 0.0 0.0 0.0 0.780
C -3.595 -0.822 -0.956 0.0 0.0 0.0 -0.918
C -4.593 -0.577 -0.029 0.0 0.0 0.0 -0.931
C -4.251 -0.069 1.212 0.0 0.0 0.0 -1.224
C -2.911 0.120 1.500 0.0 0.1 0.0 -0.389
N -1.951 -0.170 0.628 0.0 -0.1 0.1 1.354
H -2.328 -0.826 -3.115 0.0 0.0 0.0 0.150
H -1.895 -0.360 -5.355 0.0 0.0 0.0 0.408
H -0.225 0.206 -7.088 0.0 0.0 0.0 0.392
H 2.185 0.273 -6.507 0.0 0.0 0.0 0.385
H 2.898 -0.221 -4.184 0.0 0.0 0.0 0.458
H -3.848 -1.229 -1.926 0.0 0.0 0.0 0.541
H -5.627 -0.776 -0.277 0.0 0.0 0.0 0.439
H -5.001 0.164 1.954 0.0 0.0 0.0 0.479
H -2.577 0.526 2.448 0.0 0.0 0.0 0.690
O -0.559 2.601 2.995 0.0 0.0 0.0 -0.784
C -0.500 2.895 1.815 0.0 0.0 0.0 -0.445
N -0.658 4.178 1.328 -0.1 0.0 0.0 0.166
C -0.527 4.239 -0.102 0.0 0.0 0.0 3.048
C -0.362 2.709 -0.398 0.0 0.0 0.0 -1.125
O -0.298 2.256 -1.535 0.0 0.0 0.0 -0.508
N -0.310 2.031 0.757 0.0 0.0 -0.2 0.583
C -1.773 4.801 -0.790 0.0 0.0 0.0 -0.566
C -1.987 4.603 -2.154 0.0 0.0 0.0 0.141
C -3.103 5.140 -2.778 0.0 0.0 0.0 -1.015
C -4.022 5.890 -2.057 0.0 0.0 0.0 -0.473
C -3.817 6.091 -0.702 0.0 0.0 0.0 -0.848
C -2.702 5.549 -0.075 0.0 0.0 0.0 -0.203
C 0.716 5.011 -0.563 0.0 0.0 0.0 -0.027
C 1.294 4.766 -1.807 0.0 0.0 0.0 0.180
C 2.397 5.493 -2.229 0.0 0.0 0.0 -1.019
C 2.941 6.481 -1.421 0.0 0.0 0.0 -0.476
C 2.374 6.729 -0.181 0.0 0.0 0.0 -0.901
C 1.274 5.997 0.243 0.0 0.0 0.0 -0.240
H -0.686 4.955 1.961 0.0 0.0 0.0 0.363
H -1.289 4.001 -2.717 0.0 0.0 0.0 0.269
H -3.256 4.966 -3.836 0.0 0.0 0.0 0.402
H -4.892 6.309 -2.548 0.0 0.0 0.0 0.384
H -4.527 6.669 -0.123 0.0 0.0 0.0 0.393
H -2.572 5.695 0.989 0.0 0.0 0.0 0.331
H 0.897 3.975 -2.428 0.0 0.0 0.0 0.236
H 2.839 5.276 -3.194 0.0 0.0 0.0 0.409
H 3.804 7.045 -1.751 0.0 0.0 0.0 0.385
H 2.793 7.489 0.467 0.0 0.0 0.0 0.390
H 0.862 6.197 1.224 0.0 0.0 0.0 0.247
C -1.080 -5.700 -2.193 0.0 0.0 0.0 -1.242
C -0.180 -6.133 -1.052 0.0 0.0 0.0 1.009
C 0.420 -7.512 -1.253 0.0 0.0 0.0 -1.543
O -0.965 -6.168 0.149 -0.1 0.0 0.0 -0.437
P -0.624 -5.128 1.343 0.0 0.0 0.1 0.454
S -1.893 -5.459 2.802 0.0 0.0 0.0 -0.566
S -0.460 -3.281 0.631 -0.1 -0.2 -0.1 -0.401
O 0.858 -5.725 1.670 0.0 0.0 0.0 -0.457
C 1.911 -5.109 2.428 0.0 0.0 0.0 0.403
C 1.419 -4.299 3.614 0.0 0.0 0.0 -0.994
C 2.810 -4.294 1.510 0.0 0.0 0.0 -0.877
H -0.520 -5.666 -3.131 0.0 0.0 0.0 0.361
H -1.478 -4.707 -1.983 0.0 0.0 0.0 0.111
H -1.910 -6.402 -2.302 0.0 0.0 0.0 0.342
H 0.621 -5.397 -0.936 0.0 0.0 0.0 0.270
H -0.373 -8.252 -1.382 0.0 0.0 0.0 0.315
H 1.013 -7.786 -0.381 0.0 0.0 0.0 0.361
H 1.060 -7.526 -2.138 0.0 0.0 0.0 0.369
H 2.478 -5.966 2.805 0.0 0.0 0.0 0.212
H 0.850 -3.435 3.270 0.0 0.0 0.0 -0.154
H 2.280 -3.944 4.186 0.0 0.0 0.0 0.525
H 0.776 -4.898 4.257 0.0 0.0 0.0 0.367
H 2.248 -3.471 1.068 0.0 0.0 0.0 -0.136
H 3.205 -4.922 0.709 0.0 0.0 0.0 0.324
H 3.649 -3.886 2.079 0.0 0.0 0.0 0.476